# 1
ORCA calculation (ωB97M-V/def2-TZVPD) on a structure of composition C23H21Cl8GeN2O4ReS2Si.

```
63
C23H21Cl8GeN2O4ReS2Si (ωB97M-V/def2-TZVPD)
Re 0.26 -2.07 -0.60
Ge 1.21 -4.39 -0.16
Cl 2.85 -4.81 -1.48
Cl -0.27 -5.93 -0.36
Cl -5.20 -1.91 -2.91
Cl 2.03 -4.80 1.81
Cl -2.16 -1.43 -3.31
Cl -6.28 -2.96 -0.18
Cl -4.27 -3.54 2.17
Cl -1.16 -3.00 1.64
S 1.77 -1.58 1.18
S 1.96 0.30 -2.06
Si 2.21 0.97 3.58
O 2.70 0.45 -0.84
O 0.02 -3.44 -2.11
O 2.63 0.37 -3.32
O 0.45 -3.94 -4.24
N -0.19 -0.27 0.43
N 1.16 -1.21 -2.07
C 1.90 2.51 4.60
C 0.77 -0.17 1.36
C -2.38 -2.71 0.43
C -2.74 -1.99 -1.78
C -3.72 -2.95 0.65
C -0.20 3.56 -1.18
C -1.24 3.51 -2.10
C -4.60 -2.69 -0.40
C -1.85 -2.23 -0.75
C -1.29 2.45 -3.01
C 0.68 1.51 -2.05
C 3.80 1.14 2.62
C -0.33 1.47 -3.00
C 1.38 -1.94 -3.33
C 0.76 2.56 -1.14
C -1.23 0.58 0.42
C 2.21 -0.54 4.67
C -1.31 1.58 1.35
C -0.28 1.71 2.29
C -4.11 -2.22 -1.61
C 0.79 0.83 2.33
C 0.58 -3.21 -3.30
C -2.28 4.60 -2.14
H 3.80 2.04 2.01
H 3.01 -0.48 5.41
H -1.97 0.44 -0.36
H 0.96 2.44 5.16
H -0.33 2.52 3.01
H 2.36 -1.45 4.10
H 1.08 -1.35 -4.20
H -2.14 2.27 1.33
H 1.56 2.57 -0.41
H 2.43 -2.20 -3.45
H -0.36 0.66 -3.72
H -0.14 4.38 -0.48
H 3.95 0.29 1.94
H 1.26 -0.63 5.21
H -2.09 5.27 -2.98
H 4.66 1.18 3.30
H -2.27 5.19 -1.23
H 1.86 3.41 3.98
H -3.28 4.18 -2.28
H 2.70 2.65 5.32
H -2.10 2.41 -3.73
```

Properties
- frontier orbital gap (eV) = 7.339
- charge = 0

Atomic partial charges in e from the Mulliken method, atoms 1 to 2: atom 1 (Re): 0.503, atom 2 (Ge): 0.958


# 2
ORCA calculation (ωB97M-V/def2-TZVPD) on an isolated molecule of C23H21ClN4O3.

```
52
C23H21ClN4O3 (ωB97M-V/def2-TZVPD)
Cl -5.12 -0.13 2.17
O -0.68 0.78 0.14
O 8.82 1.32 0.46
O 3.17 -1.57 -0.13
N -0.86 -1.46 -0.26
N 1.83 -1.72 -0.19
N -4.40 -1.31 -0.49
N -4.27 -2.46 0.17
C 7.20 -0.47 0.15
C 4.86 0.12 0.16
C -2.42 -3.85 1.03
C 1.29 -0.53 -0.04
C -6.24 3.28 0.47
C 5.87 -0.83 0.05
C -5.72 -0.80 -0.77
C -5.91 0.62 -0.32
C 7.55 0.86 0.35
C -0.18 -0.31 -0.04
C -2.25 -1.59 -0.26
C -3.05 0.50 -1.58
C -3.21 -0.74 -0.79
C -6.36 1.59 -1.21
C 2.30 0.44 0.13
C 6.54 1.82 0.46
C -5.80 2.34 1.38
C -6.53 2.90 -0.83
C -2.97 -2.66 0.33
C 3.47 -0.27 0.06
C -5.65 1.02 0.99
C 9.89 0.41 0.36
C 5.21 1.46 0.37
H -6.36 4.31 0.78
H -3.24 -4.45 1.41
H -1.83 -4.45 0.35
H -0.31 -2.31 -0.29
H 9.85 -0.34 1.15
H -3.89 0.65 -2.25
H -6.58 1.30 -2.23
H 5.60 -1.87 -0.10
H 10.79 1.01 0.48
H 9.90 -0.08 -0.61
H 4.45 2.21 0.45
H -5.94 -0.88 -1.84
H -2.96 1.36 -0.92
H -2.13 0.45 -2.17
H 2.15 1.49 0.27
H -6.87 3.63 -1.54
H 7.95 -1.24 0.06
H -6.40 -1.47 -0.22
H -5.58 2.62 2.40
H -1.79 -3.54 1.86
H 6.82 2.84 0.62
```

Properties
- frontier orbital gap (eV) = 8.546
- SMILES = COc1ccc(-c2cc(C(=O)Nc3c(C)nn(Cc4ccccc4Cl)c3C)no2)cc1
- charge = 0

Atomic partial charges in e from the Mulliken method, atoms 1 to 2: atom 1 (Cl): -0.191, atom 2 (O): -0.684


# 3
ORCA calculation (ωB97M-V/def2-TZVPD) on an isolated molecule of C23H21ClO2S.

```
48
C23H21ClO2S (ωB97M-V/def2-TZVPD)
Cl 4.80 3.59 3.90
S 1.30 -0.01 1.71
O 5.09 -0.93 -3.38
O -6.68 -1.83 -0.27
C -0.53 0.29 -0.29
C 4.20 0.56 -1.77
C 3.23 2.95 3.72
C 1.71 1.34 2.75
C -5.45 -1.25 -0.20
C 1.97 0.25 -0.89
C -1.61 0.52 0.49
C 2.74 -1.18 -2.69
C 3.02 1.85 2.87
C -5.32 -0.14 0.66
C 4.97 -2.11 -4.20
C 3.20 0.91 -0.88
C -2.92 -0.05 0.22
C -4.30 -1.74 -0.89
C 0.68 1.82 3.58
C 0.87 0.71 0.07
C 2.17 3.52 4.45
C 4.01 -0.53 -2.65
C -4.09 0.45 0.85
C 0.92 2.89 4.43
C 1.77 -0.81 -1.76
C -3.07 -1.15 -0.67
C -6.83 -3.01 -1.10
H 5.97 -2.25 -4.62
H 3.36 1.72 -0.16
H 0.13 3.23 5.08
H 0.92 1.81 0.17
H -2.19 -1.55 -1.18
H -3.99 1.33 1.49
H 4.68 -2.98 -3.61
H 2.55 -1.99 -3.39
H -0.63 -0.05 -1.31
H -1.55 1.22 1.33
H -4.40 -2.59 -1.57
H 3.85 1.39 2.33
H 4.24 -1.95 -5.00
H -0.28 1.30 3.55
H 2.35 4.40 5.05
H 5.16 1.07 -1.77
H -6.21 0.23 1.16
H -7.88 -3.30 -0.99
H -6.17 -3.82 -0.76
H 0.83 -1.38 -1.72
H -6.62 -2.78 -2.15
```

Properties
- frontier orbital gap (eV) = 8.086
- SMILES = COc1ccc(/C=C/[C@@H](Sc2cccc(Cl)c2)c2ccc(OC)cc2)cc1
- charge = 0

Atomic partial charges in e from the Mulliken method, atoms 1 to 2: atom 1 (Cl): -0.221, atom 2 (S): -0.111


# 4
ORCA calculation (ωB97M-V/def2-TZVPD) on a structure of composition C23H21F6N5NiO4S2.

```
62
C23H21F6N5NiO4S2 (ωB97M-V/def2-TZVPD)
Ni 0.11 -1.21 -0.09
S -5.48 0.08 1.50
S -2.22 -1.49 -0.42
F -0.45 -3.52 2.40
F -0.52 -5.52 -1.26
F 1.17 -6.35 -0.22
F 1.47 -4.82 -1.71
F -1.69 -4.64 1.03
F -0.10 -5.63 2.10
O 0.01 5.88 0.63
O -5.42 0.23 2.93
O -6.74 -0.18 0.88
O 0.04 -3.01 -0.29
N 0.04 3.12 0.35
N 0.06 0.67 0.09
N -4.36 -1.03 1.01
N 4.13 -0.97 0.54
N 2.02 -1.12 -0.10
C -2.85 1.83 -0.76
C 0.32 3.98 -0.82
C -5.09 2.79 0.66
C 3.51 -2.49 -3.21
C 1.93 -3.95 1.00
C 0.56 -4.10 0.35
C 0.03 1.82 0.20
C 2.83 -0.77 0.86
C 4.85 -2.41 -2.80
C -0.45 -4.49 1.47
C -0.76 3.73 1.42
C -3.44 -0.49 0.27
C -3.60 0.98 0.03
C -3.23 3.17 -0.82
C 2.82 -1.60 -1.13
C 2.47 -2.09 -2.39
C -4.71 1.46 0.71
C 0.65 -5.21 -0.72
C 4.16 -1.51 -0.74
C 5.20 -1.91 -1.56
C 0.88 5.29 -0.32
C -0.13 5.07 1.78
C -4.33 3.65 -0.11
H 3.28 -2.90 -4.18
H 2.69 -3.77 0.24
H 5.62 -2.74 -3.48
H 2.52 -0.35 1.81
H 2.20 -4.84 1.56
H -0.77 3.06 2.28
H 1.03 3.47 -1.47
H -0.61 4.15 -1.38
H -0.77 5.60 2.47
H -2.03 1.44 -1.33
H -4.60 4.69 -0.19
H 1.44 -2.18 -2.68
H 0.85 4.90 2.25
H -2.68 3.87 -1.45
H -1.79 3.88 1.07
H 4.91 -0.80 1.14
H -5.97 3.13 1.20
H 1.87 5.12 0.13
H 0.98 5.99 -1.14
H 6.24 -1.85 -1.25
H 1.91 -3.10 1.69
```

Properties
- frontier orbital gap (spin up / spin down) (eV) = 7.627 / 7.614
- charge = 0

Atomic partial charges in e from the Mulliken method, atoms 1 to 2: atom 1 (Ni): -0.394, atom 2 (S): 1.155


# 5
ORCA calculation (ωB97M-V/def2-TZVPD) on a structure of composition C23H21HgN9O.

```
55
C23H21HgN9O (ωB97M-V/def2-TZVPD)
Hg 0.23 3.07 -3.21
O -0.08 -1.85 0.76
N 3.96 1.64 -0.87
N 3.86 0.59 -1.70
N 0.66 -3.42 2.10
N 2.51 2.09 -2.49
N -3.73 2.52 -0.98
N -2.13 2.26 -2.51
N -0.54 -2.97 2.58
N -3.67 1.24 -1.38
N 0.11 2.28 -0.55
C -4.18 -0.56 2.93
C -0.96 -2.06 1.77
C 0.91 -2.75 1.03
C 4.14 -3.06 -1.68
C 3.81 -1.82 -1.14
C 0.11 2.15 0.59
C -2.80 3.11 -1.69
C -4.54 0.25 -0.77
C 3.46 -4.20 -1.28
C 0.20 3.42 2.68
C 2.75 -1.72 -0.26
C 2.05 -2.86 0.12
C -2.96 -1.22 2.96
C -2.71 1.09 -2.30
C 2.98 0.86 -2.67
C 2.42 -4.11 -0.37
C 0.11 2.03 2.04
C -3.98 -0.23 0.55
C 3.14 2.52 -1.37
C 4.65 -0.61 -1.47
C -2.23 -1.34 1.78
C -2.73 -0.84 0.59
C -4.69 -0.06 1.74
H 0.19 3.32 3.77
H -2.16 -0.97 -0.32
H 0.96 1.42 2.34
H -2.57 -1.64 3.88
H 1.12 3.92 2.39
H -4.64 -0.59 -1.46
H 3.73 -5.16 -1.70
H -5.64 0.45 1.72
H 1.89 -4.99 -0.03
H -0.64 4.04 2.38
H 2.72 0.20 -3.48
H -2.59 4.16 -1.62
H 4.95 -3.14 -2.39
H -4.75 -0.44 3.84
H 5.29 -0.36 -0.62
H 2.46 -0.75 0.14
H 2.99 3.50 -0.95
H -5.50 0.72 -0.62
H -2.46 0.17 -2.79
H -0.80 1.52 2.35
H 5.29 -0.80 -2.33
```

Properties
- spin multiplicity = 2
- frontier orbital gap (spin up / spin down) (eV) = 8.852 / 6.133
- charge = +1
- <S²> = 0.7532

Atomic partial charges in e from the Mulliken method, atoms 1 to 2: atom 1 (Hg): 0.682, atom 2 (O): -0.236


# 6
ORCA calculation (ωB97M-V/def2-TZVPD) on a structure of composition C23H21N11O4SY.

```
61
C23H21N11O4SY (ωB97M-V/def2-TZVPD)
Y -0.43 -0.42 0.02
S -0.58 -2.98 0.67
O -2.48 -0.37 1.13
O -3.11 -0.89 7.26
O 0.00 0.36 2.02
O -1.17 -0.39 8.05
N 1.78 -1.15 0.24
N -3.01 2.04 -0.37
N 2.14 -2.41 0.63
N 0.11 -1.26 -2.31
N -1.78 0.67 -1.78
N -3.36 2.68 -4.87
N -3.22 2.38 -2.61
N 1.50 -4.48 1.23
N -1.98 -0.47 7.14
N 1.09 1.38 -0.52
N -1.98 1.02 -4.11
C -1.48 -0.25 5.78
C 2.75 -0.33 0.00
C -0.50 -0.68 -3.36
C -1.48 0.40 -3.07
C 1.14 -3.24 0.84
C -0.14 0.15 5.60
C 0.75 2.62 -0.85
C -0.26 -1.06 -4.67
C 1.27 -2.69 -3.83
C 0.35 0.36 4.34
C 1.68 3.61 -1.12
C -2.31 -0.43 4.72
C -2.68 1.68 -1.62
C 3.02 3.28 -1.05
C -2.74 -0.44 2.35
C 2.40 1.06 -0.41
C 0.97 -2.25 -2.56
C -1.83 -0.23 3.41
C -0.47 0.17 3.19
C 3.39 1.99 -0.69
C -2.85 2.01 -3.83
C 4.20 -0.69 0.11
C 0.65 -2.08 -4.91
H 0.85 -2.40 -5.92
H -0.31 2.83 -0.90
H 1.35 4.60 -1.39
H 2.47 -4.66 1.43
H 4.70 -0.05 0.83
H -4.02 3.42 -4.71
H 4.69 -0.56 -0.86
H 0.49 0.29 6.47
H -3.77 -0.69 2.63
H 4.30 -1.73 0.42
H -3.34 -0.73 4.90
H 1.97 -3.49 -3.97
H 3.79 4.02 -1.26
H 1.37 0.67 4.18
H 1.44 -2.70 -1.69
H -3.74 2.72 -0.30
H -3.11 2.41 -5.80
H 0.80 -5.14 1.49
H 4.43 1.72 -0.62
H -0.77 -0.55 -5.47
H -2.95 1.34 0.36
```

Properties
- frontier orbital gap (eV) = 7.504
- charge = +1

Atomic partial charges in e from the Mulliken method, atoms 1 to 2: atom 1 (Y): 0.997, atom 2 (S): -0.504


# 7
ORCA calculation (ωB97M-V/def2-TZVPD) on a structure of composition C23H21N2O8PRu.

```
56
C23H21N2O8PRu (ωB97M-V/def2-TZVPD)
Ru -1.06 -0.58 -0.73
P 1.45 -0.34 -1.04
O -2.31 -2.54 -0.51
O -5.30 4.66 3.60
O 0.32 -0.82 -4.64
O -0.13 -2.90 -0.42
O -2.39 0.88 -0.35
O -0.86 -0.41 1.55
O -4.08 3.57 5.00
O -0.82 -0.68 -2.72
N -3.08 -4.96 -0.33
N -4.48 3.82 3.88
C -1.29 -3.30 -0.41
C -4.38 3.25 1.47
C -1.59 -4.79 -0.26
C 3.39 3.03 -2.27
C 4.32 -2.65 0.70
C 4.34 -0.51 1.80
C -2.97 2.09 3.04
C 0.29 -0.88 -3.44
C 2.81 -0.92 -0.01
C 1.83 1.38 -1.47
C 1.11 3.65 -1.82
C 1.53 -1.23 -2.62
C -1.44 0.35 2.33
C -2.87 1.55 0.67
C 3.30 -2.21 -0.13
C 3.11 1.73 -1.89
C 2.38 3.99 -2.24
C -3.92 3.03 2.78
C -2.43 1.33 1.99
C 0.83 2.35 -1.43
C 4.84 -1.79 1.67
C 3.32 -0.07 0.97
C -3.87 2.51 0.43
H -3.47 -5.37 0.52
H -5.15 3.99 1.31
H 4.75 0.16 2.55
H -3.38 -5.52 -1.13
H 4.38 3.29 -2.61
H -1.11 -5.34 -1.06
H -3.42 -3.98 -0.44
H 2.90 -2.89 -0.88
H 3.90 0.98 -1.91
H 2.44 -1.01 -3.17
H -1.18 0.28 3.39
H -4.20 2.66 -0.58
H 2.94 0.94 1.07
H -0.18 2.10 -1.11
H 2.60 5.01 -2.54
H -2.64 1.94 4.06
H 4.71 -3.65 0.60
H 1.47 -2.30 -2.42
H -1.21 -5.15 0.69
H 0.33 4.40 -1.80
H 5.64 -2.13 2.31
```

Properties
- spin multiplicity = 6
- frontier orbital gap (spin up / spin down) (eV) = 7.356 / 7.308
- charge = +1
- <S²> = 8.7616

Atomic partial charges in e from the Mulliken method, atoms 1 to 2: atom 1 (Ru): 1.346, atom 2 (P): 1.538


# 8
ORCA calculation (ωB97M-V/def2-TZVPD) on an isolated molecule of C23H21N5O5S.

```
55
C23H21N5O5S (ωB97M-V/def2-TZVPD)
S 0.14 -0.53 -1.80
O 3.34 -5.73 -0.48
O 0.78 -0.55 -3.08
O 3.47 -4.51 -2.25
O -1.29 -0.36 -1.74
O 5.81 2.88 -1.35
N 0.72 0.70 -0.82
N -1.42 -1.53 2.12
N -4.71 0.63 0.03
N 3.01 -4.77 -1.16
N -0.98 -1.44 0.84
C 0.50 -3.32 1.14
C -4.72 1.62 0.98
C -3.89 1.19 2.04
C 6.92 2.10 -1.69
C -5.39 2.83 1.02
C 2.00 -3.91 -0.64
C -5.22 3.62 2.14
C 0.02 -2.23 0.39
C -3.73 2.01 3.16
C -3.35 -0.08 1.66
C -3.89 -0.39 0.42
C 3.08 0.40 -1.27
C -3.80 -1.62 -0.40
C 2.02 1.23 -0.97
C -2.46 -0.88 2.47
C 2.25 2.59 -0.80
C 4.36 0.91 -1.41
C 1.56 -2.82 -1.39
C -4.40 3.21 3.19
C 0.59 -1.99 -0.88
C 1.47 -4.14 0.64
C 4.59 2.27 -1.24
C 3.52 3.11 -0.93
H -4.30 3.86 4.05
H -6.02 3.15 0.20
H 1.42 3.25 -0.57
H -2.65 -0.90 3.54
H 2.92 -0.66 -1.41
H 7.12 1.34 -0.93
H 0.02 1.40 -0.64
H 6.80 1.61 -2.66
H 0.07 -3.48 2.12
H -4.78 -1.88 -0.80
H 1.84 -4.98 1.21
H 7.76 2.79 -1.74
H -3.43 -2.45 0.20
H -1.38 -0.76 0.21
H -3.12 -1.47 -1.24
H -3.09 1.70 3.98
H -5.21 0.65 -0.84
H 3.70 4.16 -0.80
H 1.96 -2.63 -2.37
H 5.17 0.24 -1.65
H -5.73 4.57 2.20
```

Properties
- frontier orbital gap (eV) = 7.538
- SMILES = COc1ccc(NS(=O)(=O)c2cc([N+](=O)[O-])ccc2N/N=C\c2c(C)[nH]c3ccccc23)cc1
- charge = 0

Atomic partial charges in e from the Mulliken method, atoms 1 to 2: atom 1 (S): 1.219, atom 2 (O): -0.651